Entry from OMol25: a molecular structure, C57H52InN4OP2SSe (the ωB97M-V functional and the def2-TZVPD basis).

The geometry in XYZ format:
```
119
Properties=species:S:1:pos:R:3
In 0.913 -0.616 0.819
C -2.716 -0.516 0.090
N -1.769 -1.037 1.072
C -2.206 -0.595 2.405
C -1.561 -2.455 1.033
C -2.363 -3.326 0.311
C -2.065 -4.681 0.266
C -0.937 -5.156 0.919
C -0.123 -4.292 1.633
C -0.435 -2.936 1.729
N 0.328 -1.940 2.346
C 1.337 -2.156 3.275
C 1.470 -3.294 4.072
C 2.532 -3.420 4.952
C 3.492 -2.425 5.053
C 3.326 -1.246 4.339
C 2.233 -1.082 3.506
N 1.953 0.159 2.823
C 3.099 1.049 2.623
C 0.882 0.925 3.486
H -3.746 -0.773 0.358
H -2.505 -0.919 -0.897
H -2.632 0.571 0.061
H -3.280 -0.782 2.515
H -2.020 0.473 2.513
H -1.672 -1.142 3.175
H -3.242 -2.960 -0.197
H -2.712 -5.357 -0.273
H -0.681 -6.205 0.863
H 0.784 -4.664 2.089
H 0.724 -4.073 4.017
H 2.606 -4.308 5.563
H 4.349 -2.551 5.697
H 4.043 -0.447 4.457
H 3.401 1.513 3.567
H 2.814 1.832 1.917
H 3.934 0.497 2.198
H 1.255 1.384 4.406
H 0.061 0.259 3.732
H 0.531 1.712 2.817
O 0.861 1.478 0.070
S 0.119 1.623 -1.277
C -0.101 3.386 -1.552
C 0.357 4.044 -2.686
C 0.218 5.420 -2.786
C -0.370 6.136 -1.757
C -0.882 5.461 -0.660
C -0.786 4.077 -0.553
P -1.636 3.179 0.801
C -1.197 4.246 2.223
C -2.095 4.555 3.238
C -1.677 5.271 4.351
C -0.359 5.683 4.466
C 0.547 5.364 3.465
C 0.134 4.643 2.358
C -3.390 3.537 0.442
C -3.851 4.237 -0.669
C -5.212 4.404 -0.880
C -6.130 3.880 0.015
C -5.683 3.147 1.106
C -4.326 2.961 1.304
C 1.373 1.161 -2.450
C 2.506 1.935 -2.662
C 3.494 1.482 -3.522
C 3.347 0.250 -4.141
C 2.254 -0.553 -3.849
C 1.257 -0.115 -2.986
P -0.026 -1.230 -2.299
C 0.525 -2.910 -2.702
C 0.893 -3.736 -1.649
C 1.309 -5.039 -1.887
C 1.357 -5.522 -3.184
C 0.982 -4.706 -4.246
C 0.564 -3.410 -4.007
C -1.431 -0.968 -3.443
C -2.339 -2.003 -3.666
C -3.461 -1.797 -4.453
C -3.697 -0.553 -5.019
C -2.807 0.486 -4.791
C -1.684 0.279 -4.006
H 0.795 3.498 -3.507
H 0.582 5.929 -3.667
H -0.454 7.211 -1.820
H -1.382 6.012 0.126
H -3.134 4.265 3.160
H -2.389 5.508 5.129
H -0.041 6.254 5.326
H 1.577 5.682 3.543
H 0.856 4.388 1.589
H -3.155 4.655 -1.384
H -5.553 4.952 -1.747
H -7.188 4.033 -0.141
H -6.393 2.713 1.796
H -3.993 2.348 2.131
H 2.643 2.867 -2.130
H 4.377 2.081 -3.692
H 4.111 -0.111 -4.815
H 2.206 -1.549 -4.265
H 0.852 -3.371 -0.628
H 1.588 -5.672 -1.056
H 1.678 -6.537 -3.372
H 1.013 -5.083 -5.258
H 0.254 -2.786 -4.837
H -2.168 -2.979 -3.227
H -4.150 -2.611 -4.624
H -4.567 -0.396 -5.641
H -2.983 1.458 -5.230
H -0.993 1.102 -3.856
Se 3.109 -0.798 -0.515
C 3.832 -2.529 -0.103
C 4.518 -2.786 1.075
C 5.103 -4.032 1.245
N 5.052 -5.004 0.342
C 4.396 -4.747 -0.784
C 3.769 -3.540 -1.053
H 4.607 -2.039 1.851
H 5.642 -4.256 2.158
H 4.370 -5.546 -1.515
H 3.251 -3.386 -1.989
```

Calculated values
Total charge: +1
E_LUMO in eV: -2.77
E_HOMO in eV: -9.491
Frontier orbital gap in eV: 6.722

Entry from OMol25: 9 unconnected molecules or ions with the total composition C57H53BrClIN8O22S (the ωB97M-V functional and the def2-TZVPD basis).

The geometry in XYZ format:
```
144
Properties=species:S:1:pos:R:3
C 9.660 1.303 1.395
C 9.496 2.319 0.106
C 7.954 2.784 -0.204
Cl 7.806 2.838 -2.087
C 7.492 4.179 0.522
Br 8.015 4.253 2.493
O 8.009 5.473 0.041
S 7.148 6.785 0.788
O 6.722 7.973 -0.158
O 7.919 7.576 1.916
O 5.835 5.778 1.323
C 5.847 4.478 0.573
I 4.981 5.168 -1.365
C 4.906 3.337 1.330
C 3.456 3.088 0.580
C 2.570 2.037 1.522
C 2.861 0.454 1.182
O 2.054 -0.484 1.745
O 3.925 -0.052 0.291
H 9.800 0.167 1.091
H 10.649 1.661 1.960
H 8.756 1.393 2.142
H 10.263 3.212 0.208
H 9.849 1.692 -0.847
H 7.224 1.927 0.182
H 4.637 3.722 2.425
H 5.477 2.311 1.499
H 3.544 2.600 -0.487
H 2.873 4.106 0.601
H 2.831 2.330 2.643
H 1.424 2.230 1.261
H 4.771 0.498 0.398
O 2.944 4.915 -3.655
N 1.844 4.688 -4.180
O 1.192 5.517 -4.830
C 1.273 3.345 -4.017
C 1.959 2.387 -3.258
C 1.400 1.119 -3.086
C 0.170 0.812 -3.670
C -0.506 1.765 -4.434
C 0.042 3.037 -4.611
H 2.919 2.611 -2.796
H 1.922 0.371 -2.493
H -0.265 -0.176 -3.529
H -1.462 1.517 -4.889
H -0.498 3.770 -5.206
O -4.005 0.155 -7.614
N -3.998 0.666 -6.484
O -3.358 1.682 -6.177
C -4.798 0.020 -5.438
C -5.508 -1.153 -5.731
C -6.248 -1.777 -4.725
C -6.282 -1.231 -3.441
C -5.583 -0.057 -3.154
C -4.837 0.574 -4.151
H -5.491 -1.591 -6.726
H -6.797 -2.691 -4.941
H -6.856 -1.724 -2.658
H -5.617 0.364 -2.151
H -4.295 1.487 -3.911
O -1.679 2.342 -14.449
N -2.498 1.632 -13.847
O -3.150 0.716 -14.368
C -2.714 1.898 -12.420
C -2.025 2.949 -11.798
C -2.253 3.213 -10.446
C -3.155 2.432 -9.723
C -3.832 1.380 -10.342
C -3.615 1.108 -11.694
H -1.319 3.567 -12.347
H -1.728 4.031 -9.956
H -3.334 2.645 -8.670
H -4.532 0.773 -9.771
H -4.152 0.286 -12.163
O 6.364 -1.499 4.870
N 5.264 -1.726 4.345
O 4.612 -0.897 3.695
C 4.694 -3.069 4.508
C 5.380 -4.027 5.267
C 4.820 -5.295 5.439
C 3.590 -5.602 4.854
C 2.914 -4.649 4.091
C 3.462 -3.377 3.914
H 6.339 -3.803 5.729
H 5.342 -6.043 6.032
H 3.155 -6.590 4.996
H 1.958 -4.897 3.636
H 2.922 -2.644 3.318
O 6.646 -6.405 10.007
N 5.748 -5.827 9.376
O 5.256 -6.242 8.317
C 5.237 -4.562 9.918
C 5.791 -4.037 11.093
C 5.317 -2.821 11.591
C 4.297 -2.141 10.923
C 3.740 -2.673 9.758
C 4.208 -3.886 9.250
H 6.586 -4.554 11.625
H 5.745 -2.401 12.499
H 3.935 -1.191 11.312
H 2.944 -2.139 9.245
H 3.765 -4.285 8.339
O 1.306 -1.595 8.320
N 1.134 -1.035 9.414
O 1.438 -1.528 10.509
C 0.525 0.300 9.410
C 0.131 0.880 8.196
C -0.470 2.140 8.201
C -0.671 2.815 9.406
C -0.268 2.240 10.612
C 0.331 0.979 10.620
H 0.280 0.367 7.248
H -0.785 2.596 7.264
H -1.145 3.795 9.405
H -0.426 2.773 11.547
H 0.637 0.543 11.569
O -4.520 -1.602 -1.250
N -5.012 -0.867 -0.380
O -5.075 0.368 -0.459
C -5.550 -1.504 0.827
C -5.465 -2.896 0.975
C -5.958 -3.493 2.137
C -6.533 -2.708 3.138
C -6.626 -1.324 2.983
C -6.134 -0.715 1.827
H -5.020 -3.521 0.205
H -5.890 -4.572 2.264
H -6.910 -3.178 4.044
H -7.078 -0.720 3.766
H -6.211 0.365 1.723
O -8.241 -4.794 -7.342
N -8.886 -4.130 -6.517
O -8.707 -4.170 -5.291
C -9.938 -3.241 -7.025
C -10.200 -3.194 -8.401
C -11.218 -2.364 -8.877
C -11.961 -1.588 -7.987
C -11.691 -1.630 -6.618
C -10.677 -2.457 -6.130
H -9.630 -3.792 -9.108
H -11.433 -2.325 -9.943
H -12.757 -0.947 -8.362
H -12.273 -1.020 -5.931
H -10.481 -2.481 -5.060
```

Calculated values
Total charge: 0
E_LUMO in eV: -1.39
E_HOMO in eV: -9.625
Frontier orbital gap in eV: 8.235
SMILES: CC[C@H](Cl)[C@@]1(Br)OS(=O)(=O)O[C@]1(I)CCCC(=O)O.O=[N+]([O-])c1ccccc1.O=[N+]([O-])c1ccccc1.O=[N+]([O-])c1ccccc1.O=[N+]([O-])c1ccccc1.O=[N+]([O-])c1ccccc1.O=[N+]([O-])c1ccccc1.O=[N+]([O-])c1ccccc1.O=[N+]([O-])c1ccccc1

Entry from OMol25: a molecular structure, C57H56AuBrN2O4P (the ωB97M-V functional and the def2-TZVPD basis).

The geometry in XYZ format:
```
122
Properties=species:S:1:pos:R:3
Au 0.444 -0.468 -0.236
O 5.641 -1.377 0.604
C 4.418 -1.486 0.587
O 3.539 -0.764 1.154
C 3.742 -2.599 -0.233
P 1.939 -2.323 -0.055
C 1.446 -3.140 1.515
C 0.338 -3.988 1.547
C -0.085 -4.561 2.737
C 0.589 -4.292 3.920
C 1.683 -3.441 3.901
C 2.108 -2.863 2.712
C 1.403 -3.519 -1.357
C 0.922 -3.003 -2.555
C 0.668 -3.831 -3.640
C 0.895 -5.193 -3.540
C 1.384 -5.723 -2.351
C 1.642 -4.892 -1.274
H 3.974 -3.589 0.168
H 4.042 -2.595 -1.281
H -0.222 -4.181 0.644
H -0.950 -5.212 2.734
H 0.257 -4.737 4.850
H 2.211 -3.213 4.819
H 2.949 -2.184 2.710
H 0.712 -1.943 -2.636
H 0.271 -3.408 -4.554
H 0.687 -5.845 -4.380
H 1.564 -6.788 -2.265
H 2.037 -5.318 -0.359
C 2.841 3.598 3.128
C 2.457 2.343 2.340
C 2.422 1.119 3.258
C 3.367 2.119 1.142
C 4.740 2.245 1.290
C 5.606 2.015 0.233
C 5.100 1.680 -1.009
C 3.730 1.548 -1.206
C 3.181 1.220 -2.581
C 3.677 -0.136 -3.081
C 3.511 2.333 -3.579
C 2.876 1.745 -0.119
N 1.493 1.505 -0.291
C 0.640 2.506 -0.238
C -0.756 2.248 -0.134
N -1.179 1.001 -0.110
C -2.549 0.661 -0.033
C -3.363 0.754 -1.172
C -4.646 0.221 -1.092
C -5.123 -0.335 0.085
C -4.342 -0.304 1.230
C -3.050 0.205 1.195
C -2.224 0.336 2.465
C -1.611 -0.986 2.937
C -3.039 0.966 3.598
C -2.896 1.489 -2.421
C -4.044 2.231 -3.110
C -2.167 0.600 -3.426
C -1.459 3.537 -0.015
C -2.760 3.929 0.149
C -3.041 5.321 0.221
C -2.065 6.278 0.126
C -0.706 5.895 -0.043
C 0.425 6.751 -0.158
C 1.676 6.214 -0.314
C 1.911 4.812 -0.357
C 0.839 3.968 -0.247
C -0.453 4.533 -0.101
H 2.061 3.834 3.856
H 2.965 4.462 2.473
H 3.771 3.452 3.683
H 1.439 2.497 1.982
H 3.404 0.951 3.707
H 2.166 0.222 2.700
H 1.694 1.270 4.060
H 5.148 2.502 2.260
H 6.676 2.082 0.384
H 5.780 1.499 -1.834
H 2.094 1.167 -2.496
H 4.765 -0.148 -3.180
H 3.241 -0.375 -4.054
H 3.399 -0.924 -2.380
H 4.591 2.445 -3.697
H 3.107 3.291 -3.246
H 3.086 2.105 -4.560
H -5.290 0.249 -1.961
H -6.117 -0.765 0.117
H -4.744 -0.687 2.161
H -1.402 1.019 2.243
H -2.395 -1.650 3.313
H -0.904 -0.808 3.751
H -1.090 -1.503 2.133
H -3.771 0.262 4.001
H -3.575 1.855 3.260
H -2.379 1.255 4.418
H -2.184 2.250 -2.100
H -4.712 1.539 -3.628
H -3.642 2.916 -3.858
H -4.637 2.810 -2.399
H -2.821 -0.194 -3.789
H -1.305 0.111 -2.976
H -1.833 1.204 -4.275
H -3.566 3.210 0.221
H -4.071 5.630 0.352
H -2.324 7.329 0.180
H 0.291 7.826 -0.120
H 2.527 6.878 -0.400
H 2.922 4.439 -0.464
Br -6.455 -6.159 1.044
C -5.044 -5.038 0.430
C -4.140 -4.528 1.346
C -3.118 -3.708 0.889
C -3.002 -3.404 -0.460
C -3.919 -3.933 -1.360
C -4.948 -4.754 -0.922
C -1.915 -2.478 -0.974
O -1.857 -2.239 -2.173
O -1.119 -2.063 -0.058
H -4.235 -4.763 2.397
H -2.402 -3.288 1.582
H -3.814 -3.677 -2.406
H -5.666 -5.165 -1.618
```

Calculated values
Total charge: -1
E_LUMO (alpha / beta) in eV: 1.76 / 1.58
Multiplicity: 3
E_HOMO (alpha / beta) in eV: -4.136 / -5.694
Frontier orbital gap (alpha / beta) in eV: 5.895 / 7.274

Number 1: strongest force on any atom 0.514 eV/Å, calculated total energy -167889.277 eV. Number 2: strongest force on any atom 9.058 eV/Å, calculated total energy -218404.019 eV. Number 3: strongest force on any atom 0.634 eV/Å, calculated total energy -154216.737 eV.